Below is C35H27BrN3O3PPt as an isolated structure at a distorted geometry, with properties calculated with ωB97M-V/def2-TZVPD.

Each line ends with the Mulliken charge.
Cartesian coordinates (Å):
Pt  0.376  0.212  -0.286  1.565
Br  -8.492  4.771  2.187  -0.021
C  -7.890  3.783  0.694  0.144
C  -8.259  4.176  -0.596  -0.504
C  -7.817  3.455  -1.677  -0.263
C  -6.946  2.361  -1.486  0.147
C  -6.609  1.950  -0.173  0.126
C  -7.092  2.652  0.900  -0.673
N  -6.519  1.701  -2.572  -0.555
N  -5.724  0.816  -2.810  0.011
C  -4.497  0.425  -2.538  0.378
C  -4.144  -0.892  -2.935  -0.741
C  -2.953  -1.460  -2.595  -0.912
C  -1.998  -0.746  -1.820  0.807
O  -0.966  -1.286  -1.338  -0.495
C  -2.249  0.673  -1.609  0.345
N  -1.226  1.400  -1.118  -0.623
C  -1.348  2.703  -0.936  -0.119
C  -2.530  3.371  -1.252  -1.115
C  -3.597  2.660  -1.764  -0.169
C  -3.482  1.273  -1.949  0.580
H  -8.899  5.033  -0.731  0.464
H  -8.124  3.713  -2.678  0.497
H  -5.993  1.073  -0.030  0.490
H  -6.857  2.340  1.906  0.458
H  -4.889  -1.461  -3.473  0.514
H  -2.722  -2.482  -2.849  0.526
H  -0.481  3.234  -0.560  0.559
H  -2.595  4.438  -1.114  0.457
H  -4.494  3.186  -2.058  0.632
C  6.286  1.115  -2.194  -0.557
C  5.083  1.797  -2.287  -0.664
C  3.936  1.256  -1.734  -0.087
C  4.004  0.026  -1.089  0.639
C  5.210  -0.670  -1.000  -0.340
C  6.348  -0.112  -1.553  -0.762
P  2.500  -0.783  -0.508  0.484
C  2.089  -1.991  -1.789  0.361
C  2.138  -3.374  -1.646  -0.325
C  1.806  -4.172  -2.727  -0.713
C  1.406  -3.604  -3.930  -0.588
C  1.352  -2.223  -4.071  -0.767
C  1.692  -1.418  -3.004  -0.370
C  2.682  -1.505  1.125  0.674
C  3.688  -1.069  1.992  -0.687
C  3.725  -1.552  3.286  -0.746
C  2.760  -2.452  3.726  -0.573
C  1.736  -2.855  2.876  -0.809
C  1.675  -2.370  1.584  -0.529
H  7.180  1.544  -2.620  0.415
H  5.046  2.749  -2.790  0.428
H  2.993  1.785  -1.788  0.335
H  5.253  -1.633  -0.510  0.451
H  7.288  -0.637  -1.488  0.434
H  2.448  -3.819  -0.712  0.477
H  1.854  -5.247  -2.634  0.457
H  1.130  -4.236  -4.759  0.438
H  1.038  -1.784  -5.007  0.475
H  1.659  -0.336  -3.100  0.431
H  4.435  -0.369  1.647  0.467
H  4.502  -1.225  3.959  0.455
H  2.796  -2.824  4.738  0.430
H  0.978  -3.535  3.230  0.434
H  0.864  -2.658  0.924  0.426
C  0.645  1.952  3.497  -1.175
C  0.606  1.360  2.120  1.035
O  1.364  1.773  1.216  -0.737
O  -0.208  0.430  1.866  -0.802
H  0.310  2.987  3.460  0.327
H  1.676  1.955  3.843  0.322
H  0.008  1.386  4.171  0.325

Energy relative to the best compared isomer or geometry (same formula, charge and spin) in kJ/mol: 175.5
Strongest force on any atom in eV/A: 2.75
Lowest unoccupied orbital energy (spin up / spin down) in eV: -8.91 / -8.87
DFT total energy in eV: -129906.2624
Kohn-Sham gap (spin up / spin down) in eV: 3.74 / 3.79
Charge: +2
Highest occupied orbital energy (spin up / spin down) in eV: -12.7 / -12.7